(1)
Formula: C4H11NO
Source: the Open Molecules 2025 dataset
Level of theory: ωB97M-V/def2-TZVPD

E, eV: -7862.345
Structure (SMILES): CNCCCO
Largest force on an atom, Eh/bohr: 0.077
Energy relative to the best compared isomer or geometry (same formula, charge and spin), kcal/mol: 50.9
Lowest unoccupied orbital energy, eV: 0.893

XYZ file:
```
17
Properties=species:S:1:pos:R:3:forces:R:3
C -0.6533 0.9486 1.8336 1.8648 0.0759 3.4073
N 0.5127 0.7466 1.0262 1.7053 0.2733 -0.6878
C 0.4309 1.0812 -0.3803 -3.1103 -1.0308 -0.8473
C -0.4577 -0.0139 -1.1152 3.8625 -0.1826 -0.8476
C 0.4491 -1.2404 -1.3619 -0.3875 -0.4347 1.9133
O 0.7900 -1.8052 -0.0152 -1.2175 -1.5104 -0.8529
H -0.3612 0.4447 2.8472 -0.6564 1.0080 -1.4565
H -1.5549 0.4444 1.5825 -1.0905 -0.2548 -0.8067
H -0.8265 2.0409 2.1064 0.0742 -1.2791 -0.6811
H 1.0066 -0.1728 1.1091 -1.2000 1.3165 0.1719
H 1.3612 1.1643 -0.9091 0.7251 -0.0412 0.1735
H -0.1567 1.9687 -0.6349 0.4358 0.6039 0.9481
H -0.8096 0.2728 -2.0994 -0.4402 0.4553 -0.0405
H -1.2135 -0.3567 -0.4622 -1.1751 -0.1361 0.4595
H -0.0766 -1.8777 -2.0476 -0.3948 -1.1786 0.1615
H 1.4413 -1.1785 -1.8012 0.0055 1.0521 -0.0780
H 0.1180 -2.4669 0.3220 0.9991 1.2634 -0.9367
```
Forces are in eV/Å.


(2)
Formula: C17H27Br2F6INOP
Source: the Open Molecules 2025 dataset
Level of theory: ωB97M-V/def2-TZVPD

E, eV: -195383.297
Structure (SMILES): CCCC[PH](CCC(F)(F)F)(CC[C@](F)(Br)C(F)(F)Br)CC(=O)I.CCCC#N
Largest force on an atom, Eh/bohr: 0.023
Lowest unoccupied orbital energy, eV: 0.406

XYZ file:
```
56
Properties=species:S:1:pos:R:3:forces:R:3
C 3.7443 0.1563 1.7567 0.0638 -0.2297 0.2303
C 2.6925 -0.8691 2.2033 -0.0924 0.0161 -0.0913
C 1.2379 -0.4092 1.9547 0.1099 0.0873 0.1566
C 0.5577 -1.2313 0.8533 0.2289 -0.0467 0.0566
P -0.9931 -0.4792 0.2125 -0.2319 -0.2551 0.3976
C -1.5275 1.2725 0.5441 0.2386 0.1251 0.1188
C -1.3381 1.8339 1.9679 -0.0302 0.0936 -0.0255
C -2.5927 2.2966 2.6872 -0.2546 -0.1661 -0.0858
F -3.5734 2.6886 1.8507 0.1065 0.0733 -0.0779
F -3.1350 1.3382 3.4674 0.0655 -0.1768 -0.0493
F -2.3284 3.3317 3.4956 0.0969 0.1329 0.0839
C -2.0628 -1.2367 1.6198 0.0172 -0.1348 -0.0527
C -3.5680 -1.1662 1.3352 0.0360 0.0912 0.1175
C -4.2602 -2.4978 1.1145 0.0701 -0.1145 0.1346
F -4.3314 -3.1928 2.2955 -0.0060 0.2101 -0.2300
Br -3.3142 -3.6421 -0.1584 -0.0389 0.0384 0.0060
C -5.7070 -2.3649 0.5819 -0.1940 -0.2052 0.0661
F -6.3008 -3.5694 0.5860 0.0946 0.2163 -0.1009
F -5.7166 -1.8903 -0.6732 0.1035 -0.0549 0.1277
Br -6.7881 -1.1721 1.6693 0.0301 -0.0480 0.0441
C 0.0262 0.2067 -1.3960 -0.0243 0.1824 -0.8700
C 0.2940 -0.8936 -2.3137 0.9057 -0.6994 0.2130
O 1.2462 -1.6194 -2.3586 -0.5915 0.4996 -0.0491
I -1.4066 -1.3781 -3.6144 -0.1192 0.0460 -0.0917
H 4.6769 -0.3426 1.4861 -0.0318 0.0474 -0.0362
H 3.3986 0.7356 0.8998 0.0522 0.0051 -0.0428
H 3.9881 0.8407 2.5719 -0.1287 0.1301 -0.1201
H 2.8591 -1.8059 1.6670 -0.0440 -0.0331 0.0268
H 2.8198 -1.0971 3.2632 0.0789 -0.0167 -0.0396
H 0.6661 -0.4780 2.8840 -0.0523 -0.0099 -0.0648
H 1.2538 0.6489 1.6778 0.0177 0.0253 -0.0306
H 1.2717 -1.3750 0.0413 -0.1443 0.0686 -0.0510
H 0.3072 -2.2229 1.2360 0.0135 0.0436 0.0089
H -1.7715 -1.2362 -0.6833 -0.0345 0.0987 -0.1271
H -2.5712 1.3241 0.2295 -0.0409 -0.0787 0.0713
H -0.9869 1.9240 -0.1372 -0.0444 -0.0662 0.0232
H -0.8349 1.1445 2.6409 -0.0325 -0.0238 0.0173
H -0.7026 2.7183 1.9061 -0.0058 -0.0545 -0.0138
H -1.7686 -2.2876 1.6668 0.0433 0.0349 -0.0141
H -1.8314 -0.8302 2.6043 -0.1010 0.0620 0.0374
H -3.8117 -0.5331 0.4749 0.0715 -0.0365 -0.0827
H -4.0783 -0.7288 2.1910 -0.0961 0.1065 -0.0119
H -0.5562 0.9593 -1.9296 -0.1122 -0.0460 0.1679
H 0.9802 0.6287 -1.0856 0.0202 0.0738 0.1936
C 4.9243 0.5065 -3.4854 -0.0259 -0.0003 -0.0142
C 3.6665 0.9014 -4.2485 0.0666 -0.0663 0.0245
C 3.1709 2.3096 -3.8926 0.0144 -0.1850 -0.0442
C 2.8327 2.4127 -2.4743 -0.1357 0.1996 0.4180
N 2.5577 2.4939 -1.3594 0.1103 -0.0693 -0.3218
H 4.7426 0.4806 -2.4100 -0.0077 0.0159 0.0082
H 5.2593 -0.4849 -3.7875 0.0042 -0.0024 0.0008
H 5.7379 1.2096 -3.6749 0.0054 0.0043 0.0016
H 2.8719 0.1803 -4.0479 -0.0171 0.0098 -0.0071
H 3.8592 0.8726 -5.3219 -0.0329 0.0373 -0.0128
H 2.2801 2.5612 -4.4694 -0.0041 0.0347 0.0011
H 3.9338 3.0576 -4.1149 0.0091 0.0098 0.0058
```
Forces are in eV/Å.